The following is a quantum chemistry calculation of C5H6N4 in the gas phase in a non-equilibrium geometry, from the Open Molecules 2025 dataset.

## Properties
HOMO level: -8.27 eV
Calculated total energy: -11236.04220 eV
Energy relative to the best compared isomer or geometry (same formula, charge and spin): 542.7 kJ/mol
SMILES: N#C[C@@]12C[C@@H]1NN=CN2

Each line ends with the Mulliken charge.
Geometry (Å):
N (-1.199, -0.385, -2.234)  -0.478
C (-1.064, 0.094, -1.173)  0.110
C (-0.757, 0.654, 0.211)  0.119
C (-0.143, 2.070, 0.346)  -0.383
C (0.709, 0.941, 0.673)  -0.025
N (1.608, 0.046, 0.061)  -0.046
N (1.400, -1.332, 0.037)  -0.605
C (0.135, -1.605, 0.564)  -0.207
N (-0.888, -0.552, 1.109)  -0.438
H (-0.441, 2.651, 1.325)  0.228
H (0.021, 2.580, -0.715)  0.259
H (0.501, 0.607, 1.765)  0.336
H (1.964, 0.319, -0.917)  0.326
H (0.039, -2.625, 0.661)  0.522
H (-1.813, -0.888, 1.341)  0.282

***

The following is a quantum chemistry calculation of C5H6N4O in the gas phase in a non-equilibrium geometry, from the Open Molecules 2025 dataset.

## Properties
HOMO level (spin up / spin down): -8.47 / -8.47 eV
Calculated total energy: -13284.86390 eV
Energy relative to the best compared isomer or geometry (same formula, charge and spin): 564.8 kJ/mol
SMILES: CO/N=N/C=C1/C=NC=N1

Each line ends with the Mulliken charge.
Geometry (Å):
C (0.808, -2.538, 1.504)  -0.527
O (1.730, -1.621, 0.962)  -0.095
N (1.427, -0.361, 0.825)  -0.014
N (0.304, -0.020, 1.299)  -0.030
C (-0.541, 0.866, 0.926)  -0.340
C (-0.619, 1.172, -0.473)  0.722
C (-1.413, 2.118, -1.238)  -0.619
N (-1.013, 2.039, -2.489)  -0.516
C (-0.185, 1.011, -2.510)  -0.042
N (0.138, 0.424, -1.350)  -0.487
H (1.429, -3.400, 1.851)  0.271
H (0.000, -2.722, 0.779)  0.277
H (0.351, -2.099, 2.525)  0.243
H (-0.924, 1.494, 1.660)  0.370
H (-1.851, 2.936, -0.853)  0.407
H (0.360, 0.703, -3.419)  0.381